# 1
The following is a quantum chemistry calculation of a structure of composition C63H54ClFNP2PdSSb, from the Open Molecules 2025 dataset.

XYZ file:
```
125
C63H54ClFNP2PdSSb the ωB97M-V functional and the def2-TZVPD basis
Pd -0.13956 1.37080 0.72283
C -2.16790 -1.08543 1.93419
N -1.28826 -1.50150 3.00733
C -0.04857 -0.79181 3.25793
P -0.07040 1.05565 2.93186
C -1.21628 1.55589 4.29826
C -1.75719 0.71673 5.27204
C -2.64198 1.21149 6.22229
C -2.99256 2.55472 6.22452
C -2.46000 3.40173 5.26149
C -1.59259 2.89770 4.30334
C 1.52567 1.26676 3.84806
C 2.66640 0.72102 3.25770
C 3.89584 0.77422 3.89679
C 4.01848 1.41456 5.12260
C 2.89978 1.99737 5.70022
C 1.66236 1.91475 5.07453
C -1.57938 -2.61929 3.74870
C -0.56820 -3.32707 4.42488
C -0.86640 -4.44557 5.18342
C -2.16841 -4.91308 5.29938
C -3.17422 -4.22336 4.63500
C -2.89666 -3.09775 3.87965
P -1.23844 -0.62239 0.36528
C -0.17235 -2.12120 0.27992
C 1.19624 -1.89451 0.17451
C 2.09551 -2.95392 0.16589
C 1.62641 -4.25449 0.26745
C 0.26041 -4.49334 0.38420
C -0.63231 -3.43226 0.39387
C -2.60076 -1.11443 -0.77130
C -2.42478 -1.95935 -1.86301
C -3.45724 -2.20244 -2.75838
C -4.69807 -1.61655 -2.56632
C -4.89708 -0.78622 -1.47077
C -3.85939 -0.53578 -0.58941
H -2.76532 -0.20734 2.21462
H -2.85191 -1.90410 1.71564
H 0.78008 -1.18093 2.64835
H 0.22788 -0.94566 4.30406
H -1.50573 -0.33580 5.30018
H -3.05729 0.53970 6.96421
H -3.68382 2.93721 6.96662
H -2.73051 4.44921 5.23179
H -1.20203 3.54564 3.53114
H 2.59882 0.28206 2.26733
H 4.76165 0.34462 3.41083
H 4.98237 1.47158 5.61411
H 2.98272 2.51363 6.64969
H 0.79714 2.35458 5.55644
H 0.46114 -3.01625 4.32032
H -0.05581 -4.96788 5.67778
H -2.39340 -5.79093 5.89065
H -4.20275 -4.55519 4.71511
H -3.71091 -2.56552 3.40900
H 1.54023 -0.86495 0.12499
H 3.15561 -2.75277 0.07540
H 2.32272 -5.08519 0.26156
H -0.10748 -5.50799 0.47842
H -1.69512 -3.62610 0.48814
H -1.46492 -2.43829 -2.01996
H -3.27740 -2.83195 -3.62241
H -5.49827 -1.79285 -3.27566
H -5.85749 -0.30904 -1.31501
H -4.02374 0.14666 0.23554
Cl 7.44770 0.49186 0.78060
C 5.79194 0.96342 0.40805
C 5.03388 0.20832 -0.47483
C 3.73496 0.58501 -0.75922
C 3.11598 1.71819 -0.16744
C 1.76276 2.09170 -0.44752
C 3.94208 2.45566 0.71663
C 5.24561 2.09633 0.99292
H 5.46365 -0.66368 -0.95431
H 3.17408 -0.00259 -1.47901
H 1.42105 1.74110 -1.42021
H 1.58033 3.15911 -0.31450
H 3.52263 3.32677 1.20752
H 5.83768 2.68491 1.68384
S -1.91473 2.35609 -2.08364
Sb 0.24775 0.09704 -3.30296
C -1.17261 -0.52023 -4.81198
C -2.26890 0.31021 -5.04427
C -3.25103 -0.05356 -5.95389
C -3.16614 -1.26228 -6.63337
C -2.08371 -2.10035 -6.40470
C -1.09132 -1.72666 -5.50313
C 0.98809 1.66322 -4.58470
C 1.18370 2.94928 -4.09210
C 1.66235 3.95754 -4.92080
C 1.94785 3.69394 -6.25218
C 1.74654 2.41557 -6.75826
C 1.26829 1.41179 -5.92736
C 1.76654 -1.35044 -3.88401
C 3.02202 -1.02616 -4.39511
C 4.01135 -1.99284 -4.53435
C 3.76025 -3.30870 -4.17119
C 2.51600 -3.65010 -3.65776
C 1.53976 -2.67554 -3.50614
H -2.36855 1.24436 -4.49883
H -4.09674 0.60315 -6.11717
H -3.94160 -1.55005 -7.33380
H -2.00567 -3.04492 -6.93059
H -0.24417 -2.38341 -5.34615
H 0.93413 3.17095 -3.06143
H 1.80464 4.95309 -4.51889
H 2.32039 4.48227 -6.89638
H 1.95680 2.20044 -7.79986
H 1.10560 0.41895 -6.33431
H 3.24418 -0.00419 -4.67668
H 4.98504 -1.71047 -4.91761
H 4.53350 -4.06067 -4.27394
H 2.31146 -4.66810 -3.34687
H 0.58978 -2.95594 -3.05965
F -2.43792 5.71932 2.74502
C -2.28122 4.89736 1.65097
C -1.15262 5.02296 0.87410
C -1.00809 4.19649 -0.23412
C -1.97968 3.24696 -0.59338
C -3.08401 3.13144 0.27593
C -3.24757 3.95063 1.38168
H -0.39728 5.75497 1.13025
H -0.13963 4.30753 -0.87104
H -3.84601 2.40392 0.02822
H -4.10571 3.86119 2.03607
```

F_max = 0.66 eV Å⁻¹
HOMO = -0.9188 eV
Charge = -2

***

# 2
The following is a quantum chemistry calculation of a structure of composition C63H55AsCl5GeN4OP4Se2Ti, from the Open Molecules 2025 dataset.

XYZ file:
```
137
C63H55AsCl5GeN4OP4Se2Ti the ωB97M-V functional and the def2-TZVPD basis
Ti 0.54460 0.55341 0.40517
Se -1.08924 6.26382 3.51980
P 0.22868 4.99512 4.55665
C -0.16557 4.80818 6.31947
C -0.92478 3.77060 6.83076
C -1.26038 3.72585 8.17586
C -0.84291 4.73677 9.02392
C -0.09319 5.79237 8.51930
C 0.24220 5.83047 7.17900
C 1.91431 5.67512 4.65604
C 2.27131 6.77561 3.89352
C 3.56794 7.26773 3.95209
C 4.50555 6.65889 4.76829
C 4.14948 5.55709 5.53691
C 2.85822 5.06810 5.48164
C 0.55953 3.40265 3.68791
C -0.09302 2.24892 3.18932
N 0.70224 1.79417 2.18828
N 1.76181 2.57907 2.09278
N 1.69823 3.52833 2.97573
P -1.35612 1.10230 3.81771
Se -2.04566 -0.39600 2.49750
C -0.58127 0.32722 5.27170
C -1.19061 -0.80914 5.80291
C -0.64031 -1.44923 6.89839
C 0.54058 -0.98221 7.45767
C 1.16966 0.12660 6.91529
C 0.61144 0.78031 5.82853
C -2.76074 2.11295 4.32105
C -3.53712 1.76321 5.42542
C -4.69898 2.45791 5.69748
C -5.10052 3.49380 4.86174
C -4.33911 3.83226 3.75669
C -3.16886 3.14084 3.48171
H -1.26857 2.98650 6.18603
H -1.84815 2.89862 8.55326
H -1.10099 4.70875 10.07467
H 0.23055 6.59047 9.17435
H 0.82402 6.66178 6.80002
H 1.52449 7.24114 3.26262
H 3.84370 8.12930 3.35811
H 5.51632 7.04386 4.81152
H 4.87978 5.08108 6.17804
H 2.58248 4.21066 6.08517
H -2.08506 -1.20290 5.33650
H -1.12393 -2.32802 7.30416
H 0.97844 -1.49476 8.30432
H 2.10229 0.48503 7.33084
H 1.12696 1.62997 5.40377
H -3.22711 0.95226 6.07437
H -5.29563 2.19490 6.56112
H -6.00832 4.04041 5.08126
H -4.63750 4.65016 3.11505
H -2.57212 3.41803 2.61970
C 3.70567 2.92726 -0.38904
P 3.05671 1.22506 -0.28671
C 4.21610 0.43464 0.86990
C 3.50353 0.51136 -1.91630
C 4.80869 0.15467 -2.23319
C 5.09546 -0.47045 -3.43687
C 4.07758 -0.73582 -4.33997
C 2.77525 -0.36302 -4.04585
C 2.48272 0.26242 -2.84071
P 0.81925 0.80730 -2.35615
C 0.80868 2.51397 -3.00895
C -0.33887 -0.04564 -3.46279
H 4.76682 2.89041 -0.64375
H 3.57406 3.41322 0.57656
H 3.18969 3.50795 -1.15166
H 4.07995 -0.64662 0.85142
H 3.99149 0.79463 1.87408
H 5.24791 0.68869 0.62441
H 5.60965 0.33172 -1.52673
H 6.11289 -0.76084 -3.66321
H 4.29797 -1.23741 -5.27362
H 1.98566 -0.57551 -4.75607
H 1.04607 2.50888 -4.07431
H 1.54485 3.12144 -2.48697
H -0.16745 2.97626 -2.85837
H -0.19938 0.26625 -4.49957
H -1.35949 0.19364 -3.16192
H -0.21027 -1.12459 -3.36577
Cl -3.87238 -1.26758 -1.11256
C -3.51640 0.39233 -0.89637
C -4.46804 1.35800 -1.00348
C -4.10739 2.71423 -0.82515
Cl -5.36400 3.87700 -0.94102
C -2.78377 3.14748 -0.56303
C -2.37377 4.46863 -0.40102
C -0.99849 4.71028 -0.14704
C -0.12123 3.67663 -0.03732
N -0.51081 2.35906 -0.14470
C -1.80699 2.11758 -0.43024
C -2.13932 0.74969 -0.58150
O -1.23998 -0.14028 -0.37823
H -5.49727 1.11141 -1.21627
H -3.07679 5.28468 -0.45746
H -0.64109 5.72050 -0.01036
H 0.92522 3.82877 0.18898
Cl 3.67595 -3.42093 1.57657
Ge 1.45445 -3.08335 1.50208
Cl 1.51809 -1.70746 -0.51593
Cl 1.52781 -0.99729 2.57784
C -2.27307 -6.15399 -6.32937
C -1.06068 -5.48904 -6.44076
C -0.47715 -4.91437 -5.32433
C -1.07588 -5.01227 -4.07050
C -2.29819 -5.66777 -3.97260
C -2.89201 -6.23287 -5.09238
As -0.27471 -4.03893 -2.56561
C -1.18960 -4.84857 -1.05539
C -1.59159 -3.96847 -0.05615
C -2.21700 -4.44240 1.09139
C -2.44035 -5.80019 1.24114
C -2.03000 -6.68674 0.25230
C -1.40309 -6.21502 -0.88774
C 1.47949 -4.89174 -2.41460
C 2.44430 -4.56830 -3.36674
C 3.74313 -5.03305 -3.24603
C 4.10691 -5.80614 -2.15260
C 3.16450 -6.10548 -1.18493
C 1.85842 -5.65199 -1.31458
H -2.73443 -6.60045 -7.20022
H -0.56942 -5.41062 -7.40264
H 0.46144 -4.38596 -5.44701
H -2.80471 -5.74299 -3.01862
H -3.84307 -6.74098 -4.99368
H -1.40578 -2.90645 -0.16792
H -2.51803 -3.74685 1.86562
H -2.92571 -6.17353 2.13396
H -2.19583 -7.74972 0.37483
H -1.07633 -6.91102 -1.65227
H 2.19771 -3.92064 -4.20061
H 4.47932 -4.77198 -3.99605
H 5.12585 -6.15499 -2.04769
H 3.44491 -6.68152 -0.31262
H 1.13863 -5.89181 -0.54244
```

F_max = 0.48 eV Å⁻¹
Multiplicity = 4
HOMO (alpha / beta) = -5.7881 / -7.8737 eV
Charge = 0

***

# 3
The following is a quantum chemistry calculation of a structure of composition C63H56N6OP3S2Y, from the Open Molecules 2025 dataset.

XYZ file:
```
132
C63H56N6OP3S2Y the ωB97M-V functional and the def2-TZVPD basis
Y 0.16455 -0.17337 -0.28785
C -0.02086 -4.92080 -3.67835
C -1.46009 -4.44910 -3.54426
N -1.71669 -3.82646 -2.25472
C -1.34464 -2.57774 -1.93990
S -1.69581 -2.09776 -0.28520
N -0.78724 -1.87432 -2.90178
N -0.40550 -0.61283 -2.52660
C -0.12361 0.20836 -3.48366
C -0.20466 -0.14773 -4.92972
C 0.17672 1.60602 -3.08369
C 0.28528 2.62164 -4.02803
C 0.44511 3.92791 -3.59664
C 0.50436 4.18783 -2.23942
C 0.41455 3.12225 -1.35764
N 0.24868 1.86260 -1.76246
H 0.13394 -5.39319 -4.64674
H 0.22156 -5.64901 -2.90458
H 0.66576 -4.07882 -3.58994
H -2.15428 -5.28435 -3.63558
H -1.70730 -3.72911 -4.32568
H -2.15524 -4.36120 -1.52453
H -0.13363 -1.22419 -5.05538
H 0.58336 0.34531 -5.49488
H -1.16706 0.17457 -5.33720
H 0.22987 2.39838 -5.08075
H 0.52096 4.73216 -4.31531
H 0.62424 5.19148 -1.85927
H 0.47386 3.26847 -0.28771
O 0.29114 1.61043 1.25462
S -1.13588 1.50512 1.83603
C -1.91489 3.02168 1.42010
C -1.55490 4.25246 1.95282
C -2.15822 5.39171 1.44503
C -3.08869 5.28086 0.41860
C -3.40818 4.04517 -0.12840
C -2.81671 2.88426 0.35947
P -2.97935 1.21808 -0.42846
C -3.96339 1.59957 -1.90794
C -5.34798 1.46616 -1.97623
C -6.02275 1.78737 -3.14502
C -5.32609 2.25550 -4.24928
C -3.94754 2.40576 -4.18437
C -3.27189 2.07205 -3.02300
C -4.12182 0.35276 0.69634
C -4.39431 0.80523 1.98445
C -5.15446 0.03994 2.85884
C -5.66976 -1.17869 2.44686
C -5.42803 -1.62642 1.15465
C -4.65258 -0.87298 0.28991
C -1.11017 1.27298 3.58009
C -1.79721 2.10445 4.45035
C -2.00582 1.68945 5.75922
C -1.56688 0.44173 6.16682
C -0.89296 -0.38813 5.27838
C -0.62740 0.01707 3.97581
P 0.29209 -1.07793 2.80670
C 2.00730 -0.96678 3.42403
C 3.03273 -1.18924 2.51053
C 4.36407 -1.14754 2.89879
C 4.68701 -0.87486 4.21691
C 3.67508 -0.64470 5.14041
C 2.34754 -0.69062 4.75022
C -0.31744 -2.71430 3.28631
C -1.67763 -2.97737 3.11987
C -2.17814 -4.23634 3.39820
C -1.32449 -5.24487 3.82817
C 0.02956 -4.99126 3.98335
C 0.53635 -3.72611 3.71411
H -0.81790 4.32205 2.74211
H -1.90643 6.36229 1.84867
H -3.56541 6.17117 0.03261
H -4.11268 3.98368 -0.94665
H -5.90663 1.11568 -1.11889
H -7.09683 1.67751 -3.18909
H -5.85698 2.50440 -5.15742
H -3.40171 2.78271 -5.03941
H -2.19683 2.19977 -2.97459
H -4.05120 1.77671 2.31716
H -5.35884 0.41070 3.85407
H -6.27197 -1.77030 3.12257
H -5.84337 -2.56609 0.81759
H -4.45659 -1.24512 -0.70732
H -2.20281 3.04768 4.11504
H -2.53845 2.33236 6.44558
H -1.75760 0.10398 7.17588
H -0.59407 -1.37849 5.59721
H 2.79263 -1.40818 1.47715
H 5.14188 -1.31680 2.16599
H 5.72170 -0.83847 4.52826
H 3.92100 -0.42796 6.17059
H 1.58556 -0.49841 5.48946
H -2.35302 -2.20100 2.77320
H -3.23434 -4.43344 3.27699
H -1.71794 -6.22843 4.04558
H 0.69373 -5.77276 4.32460
H 1.59334 -3.53041 3.84460
N 3.53832 -1.21911 -1.41613
P 2.97121 0.34817 -1.11252
C 4.12109 1.12639 0.04195
C 5.50363 1.03420 -0.13159
C 6.35957 1.61541 0.78559
C 5.84093 2.30778 1.87505
C 4.47097 2.41609 2.04588
C 3.60945 1.81899 1.13455
C 3.35226 1.14053 -2.69876
C 3.22995 0.42035 -3.88675
C 3.49126 1.03171 -5.10260
C 3.86087 2.36907 -5.14305
C 3.97744 3.09120 -3.96434
C 3.72806 2.48020 -2.74494
C 2.92657 -2.38980 -1.00168
C 3.61131 -3.59550 -1.20172
C 3.06556 -4.76055 -0.72212
C 1.85035 -4.70341 -0.04352
C 1.22837 -3.48649 0.07408
N 1.72483 -2.32712 -0.41649
H 4.45254 -1.34389 -1.82958
H 5.91770 0.51929 -0.99143
H 7.42929 1.53890 0.65195
H 6.51330 2.76508 2.58822
H 4.07015 2.95290 2.89419
H 2.54049 1.88571 1.29134
H 2.94643 -0.62579 -3.86433
H 3.42036 0.45870 -6.01660
H 4.07438 2.84280 -6.09133
H 4.28322 4.12823 -3.99163
H 3.84939 3.04656 -1.82916
H 4.56408 -3.58993 -1.71234
H 3.58147 -5.70059 -0.85955
H 1.39165 -5.58333 0.38110
H 0.27185 -3.40619 0.57093
```

F_max = 0.57 eV Å⁻¹
HOMO = -12.2917 eV
Charge = +2